Entry 1:
DFT (the ωB97M-V functional and the def2-TZVPD basis) results for an isolated ion of composition C9H22N4O and charge +2 at a distorted geometry.

Geometry as XYZ:
```
36
Properties=species:S:1:pos:R:3
O -1.85727 2.36429 0.31370
N -0.47189 0.09253 -0.28930
N 0.05767 3.14680 1.64002
N 3.72471 0.78970 0.17686
N 1.52491 1.23208 0.07999
C -1.47503 -4.58222 0.73354
C -0.90245 -2.23501 -0.03620
C 0.03143 -1.18130 -0.73751
C -0.73065 -3.75540 -0.31783
C -2.90071 3.33637 0.12459
C -0.59060 2.60686 0.25084
C 2.64063 0.31675 -1.84661
C 0.21788 1.15046 -0.00137
C 2.56619 0.76928 -0.44193
H -2.96679 3.33390 -0.90131
H 0.71403 2.36282 1.98802
H 3.12587 -0.70367 -1.74027
H -0.95839 -4.13135 -1.24203
H 3.68811 0.96027 1.19292
H -1.96928 -1.98086 -0.10722
H -0.67619 3.11953 2.33213
H -0.31605 3.39374 -0.38062
H 3.40367 0.87714 -2.36336
H -3.81657 2.83049 0.54876
H 4.42846 0.28249 -0.26347
H -0.85231 -5.46686 0.83936
H -1.46453 0.22104 -0.36970
H 0.51155 4.07972 1.65671
H -2.53380 -4.98736 0.54034
H -0.25002 -1.22423 -1.76470
H 0.32553 -3.96211 -0.08844
H -1.54677 -4.14503 1.71276
H -2.77227 4.27021 0.71953
H 1.12765 -1.24747 -0.46963
H 1.75134 0.33437 -2.50186
H -0.78804 -2.26795 1.01330
```

Values from the calculation:
* ΔE to the lowest compared entry with this formula, charge and spin: 0.0 kJ/mol
* charge: +2
* gap between HOMO and LUMO: 9.4 eV
* SMILES string: CCCC/[NH+]=C(\N=C(/C)N)[C@H]([NH3+])OC
* HOMO level: -16.32 eV



Entry 2:
DFT (the ωB97M-V functional and the def2-TZVPD basis) results for an isolated ion of composition C9H22NO2Si and charge +1 at a distorted geometry.

Geometry as XYZ:
```
35
Properties=species:S:1:pos:R:3
Si 0.97363 -0.87194 0.37201
O 3.91850 -0.24586 -0.32115
O 1.85564 0.48847 0.18328
N -0.93178 -0.28182 -0.00205
C 3.09332 0.58389 -0.45296
C -1.44560 0.51924 1.08766
C 3.22475 1.78811 -1.30880
C 1.15388 -2.22096 -0.94060
C -0.46577 1.45749 1.70132
C -1.72932 -1.56323 0.04528
C 0.99399 -1.33941 2.19949
C -0.71635 0.40669 -1.27396
C -2.05874 1.05051 -1.87143
H 0.49843 0.90398 1.76387
H -1.32846 -2.18612 -0.79782
H -1.94727 -0.27878 1.72811
H 1.80566 -2.07608 2.28086
H -2.31600 1.93963 -1.26679
H 0.76484 -3.18526 -0.52454
H -2.87554 0.21936 -1.86405
H -0.85078 1.66603 2.66839
H 2.22833 -2.46573 -1.24275
H 0.75158 -1.77473 -1.89834
H -1.65575 -2.18078 1.02618
H -2.31324 1.13342 0.81532
H 3.25645 1.40055 -2.34606
H -2.82250 -1.44620 -0.19995
H 1.22990 -0.53283 2.88245
H -1.86612 1.59590 -2.85440
H 0.05284 1.23780 -1.09670
H -0.34424 -0.40294 -1.99602
H 0.17783 -1.85404 2.72753
H -0.28323 2.31474 1.16092
H 3.96986 2.45433 -0.93512
H 2.35999 2.50765 -1.16162
```

Values from the calculation:
* ΔE to the lowest compared entry with this formula, charge and spin: 254.8 kJ/mol
* charge: +1
* gap between HOMO and LUMO: 11.7 eV
* SMILES string: CC[N+](C)(CC)[Si](C)(C)OC(C)=O
* HOMO level: -14.19 eV